(i)
The following is a quantum chemistry calculation of a cluster of 7 separate species, C7H28NO6 in total, from the Open Molecules 2025 dataset.

**Kohn-Sham gap**: 8.75 eV
**LUMO energy**: -2.562 eV
**HOMO level**: -0.4157 Ha
**Total charge**: +1

Positions of all 42 atoms, in Å:
C (1.293, 2.596, 0.025)
C (0.582, 1.297, 0.445)
C (1.299, 0.479, 1.482)
C (2.494, -0.468, 0.917)
C (0.874, -3.652, -0.579)
C (1.576, -2.666, 0.255)
C (1.884, -1.387, -0.117)
N (-0.876, 1.505, 0.830)
H (2.077, 2.262, -0.589)
H (1.625, 3.177, 0.856)
H (0.694, 3.264, -0.562)
H (0.510, 0.625, -0.465)
H (1.707, 1.032, 2.345)
H (0.611, -0.172, 2.157)
H (2.879, -0.917, 1.896)
H (3.216, 0.220, 0.303)
H (1.396, -3.712, -1.495)
H (0.751, -4.551, -0.167)
H (-0.053, -3.191, -0.898)
H (1.951, -3.284, 1.223)
H (1.763, -0.963, -1.134)
H (-1.558, 1.832, 0.077)
H (-1.289, 0.609, 1.384)
H (-1.111, 2.450, 1.386)
H (-0.674, -2.128, -3.481)
H (0.284, -1.235, -2.682)
O (-0.648, -1.692, -2.614)
H (-2.718, -2.817, 0.139)
H (-2.659, -4.110, 0.765)
O (-3.208, -3.183, 0.799)
H (1.893, -0.818, -4.927)
H (0.377, -0.495, -4.812)
O (1.202, -0.738, -4.187)
H (-3.625, 3.294, -0.601)
H (-2.238, 3.983, -0.900)
O (-2.669, 3.106, -0.565)
H (-1.283, 4.174, 2.729)
H (0.254, 4.620, 2.244)
O (-0.556, 4.040, 2.199)
H (-3.087, -0.311, 2.601)
H (-2.579, -1.513, 1.661)
O (-2.360, -0.562, 2.058)

Mulliken atomic charge list, values in e, 6 entries: C -1.849; C 1.424; C -1.105; C -0.711; C -1.260; C -0.025

=====

(ii)
The following is a quantum chemistry calculation of a cluster of 7 separate species, C7H28NO6 in total, from the Open Molecules 2025 dataset.

**Kohn-Sham gap**: 10.20 eV
**LUMO energy**: -2.258 eV
**HOMO level**: -0.4577 Ha
**Total charge**: +1

Positions of all 42 atoms, in Å:
C (-1.908, -0.404, -1.940)
C (-0.739, -0.627, -0.993)
C (-0.124, 0.702, -0.422)
C (1.126, 0.449, 0.435)
C (1.001, -0.039, 1.663)
C (2.404, 0.767, -0.266)
C (2.758, 2.273, -0.415)
N (-1.199, -1.417, 0.211)
H (-1.740, 0.552, -2.455)
H (-2.025, -1.159, -2.701)
H (-2.873, -0.230, -1.443)
H (0.096, -1.178, -1.448)
H (0.156, 1.290, -1.332)
H (-0.878, 1.388, -0.100)
H (1.730, -0.090, 2.402)
H (0.053, -0.285, 2.057)
H (3.324, 0.411, 0.267)
H (2.378, 0.225, -1.225)
H (2.599, 2.972, 0.413)
H (3.839, 2.360, -0.516)
H (2.375, 2.721, -1.304)
H (-1.736, -2.160, -0.228)
H (-1.849, -0.796, 0.821)
H (-0.453, -1.791, 0.797)
H (-1.020, 1.892, 3.376)
H (-0.573, 3.168, 2.735)
O (-1.268, 2.501, 2.666)
H (-3.362, 0.402, 1.993)
H (-4.190, -0.818, 1.962)
O (-3.228, -0.579, 2.015)
H (1.030, -3.524, 2.303)
H (1.586, -3.093, 0.880)
O (0.812, -3.072, 1.482)
H (2.828, -3.319, -1.298)
H (3.052, -1.929, -0.618)
O (2.635, -2.788, -0.513)
H (1.885, -0.815, -4.213)
H (0.520, -0.581, -4.868)
O (0.964, -0.626, -4.001)
H (-2.533, 2.487, 1.430)
H (-4.082, 2.702, 1.218)
O (-3.370, 2.060, 1.171)

Mulliken atomic charge list, values in e, 6 entries: C -1.640; C 0.517; C -1.189; C 1.318; C -1.560; C -0.698

=====

Stability, lowest: (i)

=====

(i)
The following is a quantum chemistry calculation of the ion C3H10N3O2 with charge +1, from the Open Molecules 2025 dataset.

**Kohn-Sham gap**: 10.78 eV
**Structure (SMILES)**: CON(C)/[NH+]=C(/N)O
**LUMO energy**: -3.130 eV
**HOMO level**: -0.5111 Ha
**Total charge**: +1

Positions of all 18 atoms, in Å:
C (1.792, -1.289, -0.841)
O (0.357, -1.350, -0.913)
N (-0.348, -0.704, 0.103)
C (-1.536, -1.464, 0.318)
N (-0.608, 0.801, -0.253)
C (-0.059, 1.674, 0.616)
N (-0.057, 2.982, 0.478)
O (0.536, 1.393, 1.713)
H (2.071, -2.114, -0.315)
H (2.259, -0.198, -0.588)
H (2.010, -1.646, -1.842)
H (-1.458, -2.408, 0.853)
H (-2.361, -0.775, 0.646)
H (-2.088, -1.742, -0.677)
H (-0.792, 0.915, -1.238)
H (-0.202, 3.331, -0.482)
H (0.473, 3.552, 1.103)
H (0.604, 0.423, 1.780)

Mulliken atomic charge list, values in e, 6 entries: C -0.561; O -0.297; N 0.034; C -0.900; N -0.148; C 0.583

=====

(ii)
The following is a quantum chemistry calculation of a cluster of 2 separate species, C3H10N3O2 in total, from the Open Molecules 2025 dataset.

**Kohn-Sham gap**: 10.30 eV
**LUMO energy**: -3.563 eV
**HOMO level**: -0.5095 Ha
**Total charge**: +1

Positions of all 18 atoms, in Å:
O (1.952, -0.464, -1.871)
C (1.274, -0.392, -0.878)
C (-0.226, -0.648, -0.962)
N (-0.465, -1.109, -2.369)
H (1.690, -0.167, 0.109)
H (-0.506, -1.407, -0.235)
H (-0.812, 0.244, -0.769)
H (-0.953, -1.999, -2.469)
H (-0.958, -0.415, -2.933)
H (0.495, -1.181, -2.776)
N (0.296, -0.036, 2.368)
C (-0.638, 0.726, 1.694)
N (-0.152, 1.935, 1.226)
O (-1.773, 0.357, 1.474)
H (1.067, 0.426, 2.823)
H (-0.124, -0.796, 2.884)
H (-0.867, 2.629, 1.064)
H (0.700, 2.298, 1.621)

Mulliken atomic charge list, values in e, 6 entries: O -0.498; C 0.287; C -0.705; N -0.255; H 0.448; H 0.330

=====

Stability, lowest: (i)

=====

(i)
The following is a quantum chemistry calculation of a cluster of 2 separate species, C12H16N2O in total, from the Open Molecules 2025 dataset.

**Kohn-Sham gap**: 9.01 eV
**Structure (SMILES)**: CCc1c[nH]cn1.Cc1ccc(O)cc1
**LUMO energy**: 0.861 eV
**HOMO level**: -0.2994 Ha

Positions of all 31 atoms, in Å:
C (-1.884, -1.267, 0.044)
C (-2.342, -1.273, -1.422)
C (-2.435, 0.123, -1.990)
C (-3.348, 0.626, -2.890)
N (-2.925, 1.922, -3.132)
C (-1.854, 2.160, -2.345)
N (-1.480, 1.077, -1.690)
H (-1.783, -0.275, 0.472)
H (-1.057, -1.965, 0.221)
H (-2.640, -1.643, 0.761)
H (-1.540, -1.787, -1.974)
H (-3.254, -1.800, -1.704)
H (-4.312, 0.231, -3.176)
H (-3.460, 2.484, -3.770)
H (-1.247, 3.056, -2.507)
C (2.738, 1.904, 0.262)
C (2.407, 0.722, 1.123)
C (2.457, 0.681, 2.503)
C (2.329, -0.533, 3.158)
C (1.829, -1.630, 2.452)
O (1.540, -2.818, 3.085)
C (1.705, -1.626, 1.073)
C (1.937, -0.403, 0.435)
H (2.648, 2.873, 0.758)
H (2.110, 1.960, -0.631)
H (3.739, 1.909, -0.184)
H (2.780, 1.564, 3.038)
H (2.429, -0.587, 4.259)
H (1.997, -2.863, 3.922)
H (1.326, -2.446, 0.459)
H (1.591, -0.376, -0.609)

Mulliken atomic charge list, values in e, 6 entries: C -0.945; C -0.310; C 0.364; C -0.661; N -0.039; C -0.277

=====

(ii)
The following is a quantum chemistry calculation of a cluster of 2 separate species, C12H16N2O in total, from the Open Molecules 2025 dataset.

**Kohn-Sham gap**: 8.99 eV
**Structure (SMILES)**: CCc1c[nH]cn1.Cc1ccc(O)cc1
**LUMO energy**: 0.790 eV
**HOMO level**: -0.3013 Ha

Positions of all 31 atoms, in Å:
C (2.572, -2.135, 0.889)
C (2.735, -0.688, 0.928)
C (1.991, 0.149, 2.001)
C (1.066, -0.220, 3.009)
N (0.411, 0.882, 3.474)
C (0.854, 1.919, 2.677)
N (1.825, 1.503, 1.849)
H (2.120, -2.715, 0.195)
H (1.906, -2.298, 1.782)
H (3.485, -2.616, 1.084)
H (3.637, -0.262, 0.770)
H (2.084, -0.316, 0.098)
H (0.832, -1.170, 3.443)
H (-0.037, 0.981, 4.324)
H (0.529, 3.058, 2.671)
C (0.297, 1.932, -2.590)
C (-0.439, 0.796, -2.040)
C (-1.632, 1.123, -1.412)
C (-2.680, 0.261, -1.076)
C (-2.423, -1.037, -1.570)
O (-3.386, -1.964, -1.382)
C (-1.198, -1.508, -2.169)
C (-0.268, -0.491, -2.538)
H (-0.151, 2.351, -3.560)
H (1.436, 1.748, -2.611)
H (-0.070, 2.778, -1.962)
H (-1.906, 2.263, -1.308)
H (-3.594, 0.365, -0.564)
H (-3.825, -2.397, -2.177)
H (-0.904, -2.542, -2.166)
H (0.640, -0.828, -2.886)

Mulliken atomic charge list, values in e, 6 entries: C -1.165; C 0.027; C 0.295; C -0.509; N -0.059; C -0.252

=====

(iii)
The following is a quantum chemistry calculation of a cluster of 2 separate species, C12H16N2O in total, from the Open Molecules 2025 dataset.

**Kohn-Sham gap**: 8.76 eV
**Structure (SMILES)**: Cc1c[nH]c2ccccc12.CCC(N)=O
**LUMO energy**: 0.736 eV
**HOMO level**: -0.2947 Ha

Positions of all 31 atoms, in Å:
C (-0.840, -0.293, -2.683)
C (-0.569, 1.102, -2.221)
C (-0.488, 2.255, -2.933)
N (-0.226, 3.308, -2.099)
C (-0.126, 2.846, -0.812)
C (0.013, 3.543, 0.382)
C (-0.099, 2.826, 1.564)
C (-0.280, 1.431, 1.556)
C (-0.351, 0.742, 0.359)
C (-0.333, 1.450, -0.846)
H (-0.883, -0.356, -3.768)
H (-1.788, -0.700, -2.337)
H (-0.058, -0.971, -2.339)
H (-0.564, 2.379, -4.004)
H (-0.010, 4.242, -2.394)
H (0.222, 4.598, 0.534)
H (-0.204, 3.304, 2.524)
H (-0.353, 0.844, 2.458)
H (-0.739, -0.263, 0.224)
C (1.257, -2.829, 0.098)
C (1.423, -2.331, 1.541)
C (0.437, -2.824, 2.581)
N (-0.852, -2.939, 2.143)
O (0.740, -3.018, 3.739)
H (2.200, -3.201, -0.288)
H (0.824, -2.079, -0.558)
H (0.572, -3.685, 0.053)
H (2.441, -2.501, 1.876)
H (1.352, -1.238, 1.643)
H (-1.601, -2.891, 2.814)
H (-1.119, -2.747, 1.193)

Mulliken atomic charge list, values in e, 6 entries: C -1.217; C 0.553; C -0.774; N 0.008; C -0.371; C -0.952

=====

Stability, lowest: (ii)

=====

(i)
The following is a quantum chemistry calculation of a cluster of 2 separate species, C3H2FN in total, from the Open Molecules 2025 dataset.

**Kohn-Sham gap (alpha / beta)**: 8.97 / 7.32 eV
**LUMO energy (alpha / beta)**: -0.387 / -1.306 eV
**HOMO level (alpha / beta)**: -0.3437 / -0.3170 Ha

Positions of all 7 atoms, in Å:
C (-0.409, 1.171, -0.042)
C (-0.955, -0.064, 0.117)
C (1.431, -1.449, 0.099)
N (-0.033, 2.237, -0.321)
F (2.394, -0.684, -0.109)
H (-0.704, -0.806, 0.913)
H (-1.725, -0.405, -0.658)

Mulliken atomic charge list, values in e, 6 entries: C 0.565; C -0.842; C 0.091; N -0.370; F -0.028; H 0.361

=====

(ii)
The following is a quantum chemistry calculation of a cluster of 2 separate species, C3H2FN in total, from the Open Molecules 2025 dataset.

**Kohn-Sham gap (alpha / beta)**: 6.23 / 6.24 eV
**LUMO energy (alpha / beta)**: -3.530 / -3.530 eV
**HOMO level (alpha / beta)**: -0.3588 / -0.3589 Ha

Positions of all 7 atoms, in Å:
C (-0.018, 1.093, 0.065)
C (-0.793, 0.050, 0.218)
C (0.576, -0.279, 0.039)
N (1.622, -0.888, -0.057)
F (-3.393, -0.211, -0.153)
H (0.236, 2.119, -0.046)
H (1.770, -1.884, -0.066)

Mulliken atomic charge list, values in e, 6 entries: C -0.105; C -0.098; C 0.550; N -0.467; F -0.549; H 0.360

=====

Stability, lowest: (ii)